Arrangement P

11 unconnected molecules or ions with the total composition C22H66O11. Source: OMol25; level of theory: wB97M-V/def2-TZVPD.

Last column: Löwdin charge in e.
Cartesian coordinates (Å):
C -1.882 -1.350 -3.819  -0.094
C -0.688 -2.242 -4.098  -0.326
O -0.626 -2.608 -5.458  -0.070
H -1.824 -0.823 -2.860  0.042
H -2.865 -1.826 -3.783  0.074
H -1.979 -0.556 -4.564  0.076
H -0.723 -3.149 -3.491  0.112
H 0.220 -1.746 -3.737  0.090
H -0.262 -1.876 -5.965  0.065
C -1.058 -0.893 0.229  -0.080
C 0.293 -0.373 -0.215  -0.287
O 0.559 0.929 0.277  -0.095
H -1.485 -1.753 -0.282  0.070
H -1.729 -0.052 0.006  0.064
H -1.201 -1.086 1.296  0.061
H 0.172 -0.337 -1.307  0.091
H 1.093 -1.094 -0.017  0.099
H 1.378 1.241 -0.159  0.030
C 0.711 1.212 -3.639  -0.093
C 1.265 1.406 -5.022  -0.290
O 1.241 0.119 -5.651  -0.083
H 0.738 2.128 -3.039  0.080
H 1.360 0.498 -3.125  0.055
H -0.310 0.837 -3.615  0.055
H 2.278 1.815 -5.002  0.112
H 0.593 2.058 -5.590  0.113
H 1.984 0.043 -6.256  0.087
C 4.037 -1.844 -2.035  -0.063
C 4.260 -1.011 -3.311  -0.303
O 4.796 -1.819 -4.366  -0.072
H 3.030 -1.541 -1.724  0.057
H 4.699 -1.513 -1.238  0.059
H 3.927 -2.909 -2.210  0.084
H 4.736 -0.053 -3.085  0.100
H 3.254 -0.733 -3.654  0.081
H 5.279 -1.223 -4.950  0.077
C 3.890 0.518 0.846  -0.075
C 4.031 1.508 -0.290  -0.281
O 2.770 1.757 -0.889  -0.088
H 4.805 0.539 1.439  0.090
H 3.609 -0.473 0.493  0.044
H 3.117 0.764 1.581  0.071
H 4.759 1.088 -0.994  0.101
H 4.525 2.429 0.039  0.102
H 2.855 2.273 -1.696  0.103
C 3.754 4.823 2.051  -0.082
C 2.677 3.754 2.079  -0.338
O 1.674 4.065 3.026  -0.077
H 4.125 5.064 3.046  0.076
H 3.596 5.751 1.501  0.070
H 4.577 4.360 1.488  0.056
H 3.159 2.778 2.238  0.089
H 2.202 3.602 1.097  0.108
H 0.925 3.474 2.824  0.038
C -4.455 -0.666 1.153  -0.086
C -4.259 -1.831 0.188  -0.300
O -3.511 -2.879 0.796  -0.090
H -5.135 -1.028 1.933  0.068
H -5.061 0.153 0.759  0.067
H -3.525 -0.306 1.575  0.048
H -3.592 -1.471 -0.601  0.084
H -5.147 -2.204 -0.325  0.117
H -4.121 -3.465 1.255  0.083
C 0.728 -3.710 1.978  -0.083
C 2.225 -3.925 2.045  -0.314
O 2.874 -3.019 1.140  -0.098
H 0.274 -4.459 2.631  0.076
H 0.351 -3.873 0.968  0.079
H 0.546 -2.691 2.310  0.070
H 2.621 -4.944 1.993  0.109
H 2.528 -3.617 3.061  0.109
H 3.689 -2.730 1.558  0.073
C -2.420 2.674 3.939  -0.068
C -1.355 1.688 3.468  -0.290
O -0.532 2.378 2.532  -0.111
H -2.923 3.046 3.046  0.071
H -1.927 3.458 4.508  0.077
H -3.194 2.210 4.548  0.068
H -1.746 0.791 2.993  0.084
H -0.715 1.327 4.281  0.114
H -0.361 1.830 1.748  0.053
C -3.366 -1.988 4.101  -0.089
C -2.749 -3.102 4.915  -0.313
O -3.420 -3.213 6.171  -0.080
H -4.201 -2.326 3.492  0.052
H -2.655 -1.647 3.346  0.049
H -3.633 -1.066 4.611  0.082
H -1.675 -2.924 5.051  0.107
H -2.814 -4.063 4.392  0.109
H -2.931 -3.861 6.688  0.078
C -3.932 3.610 -1.421  -0.082
C -3.380 2.208 -1.109  -0.290
O -2.549 1.793 -2.216  -0.100
H -4.532 3.946 -0.576  0.073
H -4.587 3.575 -2.297  0.072
H -3.118 4.250 -1.760  0.072
H -4.147 1.463 -0.931  0.094
H -2.738 2.340 -0.232  0.103
H -1.746 2.315 -2.125  0.065

Output
Kohn-Sham gap   9.545 eV
2S+1   1
Net charge   0
Structure (SMILES)   CCO.CCO.CCO.CCO.CCO.CCO.CCO.CCO.CCO.CCO.CCO
HOMO   -9.43 eV

Arrangement Q

11 unconnected molecules or ions with the total composition C22H66O11. Source: OMol25; level of theory: wB97M-V/def2-TZVPD.

Last column: Löwdin charge in e.
Cartesian coordinates (Å):
C 1.471 1.004 9.066  -0.079
C 1.202 -0.020 10.137  -0.410
O 1.230 -1.291 9.695  -0.046
H 0.910 1.920 9.254  0.074
H 1.201 0.633 8.078  0.077
H 2.549 1.163 9.101  0.072
H 0.249 0.160 10.634  0.111
H 2.008 0.130 10.854  0.107
H 1.011 -1.817 10.468  0.094
C -6.876 -5.302 0.705  -0.082
C -8.071 -6.180 0.292  -0.354
O -8.639 -6.888 1.341  -0.065
H -6.398 -4.866 -0.172  0.071
H -6.140 -5.755 1.368  0.076
H -7.274 -4.444 1.248  0.063
H -7.558 -6.868 -0.379  0.095
H -8.824 -5.750 -0.369  0.110
H -9.234 -7.570 1.018  0.087
C 5.113 9.481 2.239  -0.093
C 4.264 9.451 0.997  -0.375
O 4.290 8.171 0.525  -0.066
H 6.172 9.467 1.980  0.073
H 5.000 8.567 2.820  0.074
H 4.916 10.360 2.853  0.074
H 4.806 10.094 0.303  0.108
H 3.230 9.762 1.148  0.116
H 3.500 8.039 -0.003  0.089
C 3.767 -3.232 2.919  -0.103
C 2.756 -4.230 3.398  -0.336
O 3.080 -5.327 2.615  -0.094
H 4.793 -3.493 3.174  0.075
H 3.556 -2.238 3.315  0.068
H 3.745 -3.113 1.835  0.077
H 1.725 -3.907 3.250  0.112
H 2.806 -4.579 4.430  0.112
H 3.716 -5.925 3.014  0.089
C -0.575 7.416 5.441  -0.110
C -1.798 7.051 6.214  -0.336
O -2.788 7.966 5.861  -0.090
H -0.545 7.369 4.352  0.076
H 0.290 6.885 5.838  0.071
H -0.284 8.451 5.623  0.075
H -1.703 7.206 7.288  0.121
H -2.167 6.069 5.915  0.110
H -2.913 8.011 4.910  0.083
C -2.221 -0.487 -8.628  -0.092
C -1.883 -1.725 -7.832  -0.340
O -3.028 -2.384 -7.285  -0.071
H -2.887 0.048 -7.952  0.070
H -2.781 -0.630 -9.552  0.074
H -1.435 0.256 -8.767  0.074
H -1.210 -1.485 -7.009  0.105
H -1.236 -2.366 -8.431  0.102
H -2.659 -3.028 -6.675  0.078
C 7.876 3.582 1.058  -0.099
C 7.459 3.278 -0.336  -0.337
O 6.108 2.816 -0.372  -0.089
H 8.949 3.778 1.057  0.076
H 7.716 2.688 1.661  0.079
H 7.334 4.400 1.532  0.077
H 8.097 2.595 -0.895  0.115
H 7.419 4.179 -0.948  0.105
H 5.618 3.522 0.057  0.074
C 3.963 -5.632 -6.042  -0.084
C 4.171 -4.592 -4.921  -0.315
O 3.155 -4.821 -3.932  -0.083
H 4.040 -6.632 -5.616  0.072
H 4.721 -5.495 -6.814  0.066
H 3.023 -5.620 -6.594  0.068
H 4.206 -3.532 -5.172  0.102
H 5.193 -4.664 -4.548  0.102
H 3.676 -4.631 -3.149  0.073
C -0.935 1.378 0.755  -0.070
C -1.250 0.150 -0.206  -0.302
O -2.133 0.655 -1.171  -0.101
H -0.073 1.108 1.366  0.057
H -1.761 1.662 1.406  0.067
H -0.527 2.246 0.236  0.065
H -1.862 -0.612 0.277  0.102
H -0.348 -0.291 -0.632  0.103
H -2.345 -0.045 -1.793  0.079
C -1.313 -9.512 -3.793  -0.103
C -1.898 -8.533 -2.818  -0.327
O -1.794 -7.228 -3.379  -0.086
H -1.662 -10.462 -3.387  0.072
H -0.231 -9.581 -3.898  0.068
H -1.634 -9.298 -4.813  0.080
H -1.594 -8.503 -1.772  0.116
H -2.945 -8.836 -2.829  0.103
H -1.060 -6.805 -2.927  0.078
C -7.385 3.759 -4.599  -0.106
C -6.132 4.589 -4.512  -0.364
O -5.716 4.745 -3.201  -0.057
H -7.804 3.451 -5.557  0.071
H -8.193 4.176 -3.999  0.078
H -7.162 2.735 -4.300  0.067
H -6.416 5.588 -4.844  0.112
H -5.391 4.129 -5.166  0.112
H -5.392 3.883 -2.929  0.086

Output
Kohn-Sham gap   10.238 eV
2S+1   1
Net charge   0
Structure (SMILES)   CCO.CCO.CCO.CCO.CCO.CCO.CCO.CCO.CCO.CCO.CCO
HOMO   -10.01 eV

The least stable of them is arrangement Q.

Arrangement P

11 unconnected molecules or ions with the total composition C22H66O11. Source: OMol25; level of theory: wB97M-V/def2-TZVPD.

Last column: Löwdin charge in e.
Cartesian coordinates (Å):
C 0.613 0.136 0.377  -0.114
C -0.659 -0.649 0.645  -0.287
O -1.389 -0.764 -0.606  -0.126
H 1.309 -0.034 1.322  0.080
H 0.447 1.248 0.217  0.066
H 1.428 -0.041 -0.475  0.102
H -1.183 -0.124 1.420  0.079
H -0.262 -1.590 1.254  0.142
H -2.156 -1.434 -0.533  0.086
C -2.727 -2.287 3.332  -0.068
C -2.699 -3.668 4.080  -0.270
O -2.176 -3.514 5.401  -0.041
H -1.973 -1.648 3.344  -0.020
H -3.520 -1.497 3.770  0.118
H -2.959 -2.464 2.227  0.072
H -1.973 -4.467 3.553  0.146
H -3.589 -4.153 4.082  0.058
H -2.104 -4.314 5.765  0.003
C 1.231 4.498 -0.251  -0.079
C 2.563 3.883 -0.041  -0.309
O 3.474 4.672 -0.759  -0.070
H 0.868 4.817 -1.368  0.142
H 1.032 5.521 0.260  0.117
H 0.589 4.006 0.154  -0.069
H 2.547 2.998 -0.519  0.067
H 2.883 3.943 1.028  0.133
H 4.118 4.175 -1.234  0.064
C -2.196 -3.129 -3.380  -0.090
C -1.761 -2.030 -4.261  -0.348
O -1.497 -2.537 -5.564  -0.071
H -1.469 -3.985 -3.536  0.103
H -3.094 -3.496 -3.592  0.020
H -2.029 -2.832 -2.288  0.086
H -0.913 -1.645 -3.632  0.095
H -2.454 -1.169 -4.357  0.125
H -1.690 -1.798 -6.189  0.105
C -2.995 1.805 3.268  -0.078
C -3.918 3.041 3.412  -0.259
O -4.553 3.434 2.158  -0.088
H -2.124 2.091 2.662  0.068
H -3.561 0.993 2.832  0.053
H -2.521 1.547 4.202  0.068
H -3.380 3.817 3.727  0.062
H -4.677 2.830 4.150  0.104
H -5.138 2.841 1.681  0.072
C 2.108 1.800 3.484  -0.126
C 2.287 1.078 4.722  -0.400
O 3.529 1.453 5.250  -0.134
H 1.162 1.652 2.943  0.057
H 2.869 1.409 2.759  0.066
H 2.141 2.898 3.739  0.110
H 2.106 -0.153 4.763  0.168
H 1.614 1.443 5.414  0.073
H 4.326 1.187 4.597  0.104
C 4.454 -0.806 1.303  -0.042
C 5.364 0.274 1.945  -0.220
O 5.291 0.339 3.438  -0.076
H 4.605 -0.695 0.336  0.009
H 3.441 -0.557 1.672  0.064
H 4.822 -1.874 1.409  0.111
H 5.334 1.233 1.608  0.072
H 6.376 0.274 1.609  0.103
H 6.159 0.593 3.613  0.053
C 2.232 -3.144 -0.603  -0.086
C 1.442 -3.160 -1.817  -0.350
O 2.302 -3.101 -2.949  -0.095
H 1.641 -3.354 0.276  0.090
H 2.759 -2.285 -0.710  0.040
H 2.735 -4.040 -0.434  0.067
H 0.635 -2.545 -1.722  0.056
H 1.032 -4.220 -2.066  0.144
H 1.745 -3.533 -3.688  0.128
C -4.653 -1.061 -0.822  -0.031
C -4.874 -2.655 -0.594  -0.374
O -3.820 -3.218 -0.088  -0.035
H -3.868 -0.816 -1.496  0.030
H -4.518 -0.590 0.209  0.091
H -5.582 -0.682 -1.274  0.073
H -5.136 -3.150 -1.538  0.109
H -5.808 -2.767 -0.145  0.083
H -3.758 -4.142 0.031  0.098
C 3.672 0.797 -4.429  -0.111
C 2.351 1.340 -3.885  -0.328
O 1.244 0.715 -4.447  -0.038
H 3.843 0.853 -5.606  0.113
H 3.806 -0.330 -4.236  0.089
H 4.537 1.353 -4.156  0.031
H 2.391 2.531 -3.904  0.143
H 2.017 1.017 -2.787  0.133
H 1.096 -0.002 -4.037  -0.056
C -1.125 3.342 -3.357  -0.026
C -1.416 2.143 -2.380  -0.297
O -1.038 0.898 -2.839  -0.119
H -1.611 4.084 -3.338  -0.056
H -1.399 2.907 -4.398  0.128
H -0.141 3.590 -3.353  0.024
H -2.532 1.929 -2.283  0.122
H -0.948 2.487 -1.352  0.121
H -1.003 0.235 -2.125  0.041

Output
Kohn-Sham gap   9.494 eV
2S+1   1
Net charge   0
Structure (SMILES)   CCO.CCO.CCO.CCO.CCO.CCO.CCO.CCO.CCO.CCO.CCO
HOMO   -9.30 eV

Arrangement Q

11 unconnected molecules or ions with the total composition C22H66O11. Source: OMol25; level of theory: wB97M-V/def2-TZVPD.

Last column: Löwdin charge in e.
Cartesian coordinates (Å):
C 12.522 1.794 -18.207  -0.086
C 13.250 0.678 -17.473  -0.358
O 12.545 0.295 -16.359  -0.069
H 12.897 1.809 -19.230  0.065
H 12.601 2.793 -17.778  0.074
H 11.463 1.589 -18.361  0.069
H 14.246 0.962 -17.133  0.115
H 13.358 -0.195 -18.117  0.106
H 11.689 0.001 -16.680  0.083
C 5.934 2.643 -16.293  -0.080
C 5.372 2.670 -17.728  -0.364
O 5.950 1.632 -18.409  -0.065
H 5.532 3.427 -15.651  0.068
H 7.002 2.850 -16.368  0.069
H 5.818 1.705 -15.750  0.072
H 5.568 3.624 -18.216  0.110
H 4.288 2.558 -17.680  0.105
H 5.619 1.755 -19.302  0.086
C 15.369 3.047 -24.181  -0.086
C 16.403 2.931 -23.053  -0.350
O 16.432 4.070 -22.262  -0.070
H 15.346 2.143 -24.790  0.070
H 15.452 3.903 -24.851  0.070
H 14.390 3.208 -23.731  0.068
H 17.382 2.813 -23.517  0.104
H 16.181 2.068 -22.426  0.110
H 16.808 3.786 -21.425  0.084
C 4.843 0.681 -30.050  -0.076
C 4.769 -0.096 -31.371  -0.346
O 5.387 0.701 -32.347  -0.085
H 4.445 1.681 -30.224  0.074
H 5.897 0.822 -29.815  0.071
H 4.250 0.191 -29.278  0.072
H 3.720 -0.237 -31.632  0.102
H 5.218 -1.085 -31.458  0.108
H 5.180 0.234 -33.160  0.081
C 2.795 -3.189 -24.612  -0.098
C 3.841 -3.590 -23.577  -0.338
O 5.059 -2.958 -23.852  -0.073
H 3.147 -3.319 -25.635  0.075
H 2.473 -2.150 -24.537  0.065
H 1.872 -3.730 -24.402  0.069
H 3.902 -4.678 -23.554  0.111
H 3.505 -3.250 -22.598  0.106
H 4.943 -2.040 -23.595  0.082
C 6.759 12.511 -23.544  -0.098
C 6.240 11.735 -22.346  -0.320
O 6.030 10.360 -22.628  -0.086
H 7.669 12.068 -23.950  0.071
H 7.010 13.549 -23.328  0.071
H 6.062 12.600 -24.377  0.071
H 5.352 12.132 -21.854  0.115
H 7.059 11.733 -21.627  0.102
H 6.821 10.048 -23.074  0.074
C 7.353 -4.239 -18.504  -0.097
C 8.555 -3.331 -18.669  -0.356
O 8.528 -2.268 -17.769  -0.064
H 7.359 -5.052 -19.230  0.073
H 6.468 -3.611 -18.603  0.070
H 7.302 -4.685 -17.511  0.073
H 8.616 -3.040 -19.718  0.109
H 9.422 -3.954 -18.446  0.109
H 7.912 -1.609 -18.096  0.083
C 11.356 0.061 -29.787  -0.097
C 11.477 -0.780 -31.073  -0.329
O 12.266 -1.872 -30.718  -0.076
H 12.340 0.430 -29.497  0.067
H 10.957 -0.497 -28.941  0.075
H 10.691 0.914 -29.919  0.068
H 11.877 -0.192 -31.900  0.106
H 10.462 -1.085 -31.329  0.110
H 13.029 -1.508 -30.264  0.077
C 8.137 2.028 -23.698  -0.090
C 6.791 2.658 -23.993  -0.348
O 5.757 1.828 -23.550  -0.077
H 8.275 1.052 -24.164  0.072
H 8.300 1.827 -22.639  0.072
H 8.906 2.677 -24.117  0.073
H 6.684 2.802 -25.068  0.111
H 6.733 3.635 -23.514  0.107
H 4.992 2.036 -24.090  0.081
C -1.399 2.625 -24.878  -0.100
C -0.421 2.975 -25.982  -0.316
O 0.805 3.366 -25.379  -0.092
H -2.375 2.432 -25.325  0.069
H -1.563 3.419 -24.150  0.070
H -1.139 1.762 -24.265  0.074
H -0.768 3.788 -26.619  0.106
H -0.264 2.128 -26.649  0.111
H 0.725 4.222 -24.952  0.079
C 13.429 -3.146 -24.165  -0.092
C 13.964 -3.189 -22.745  -0.360
O 15.341 -3.268 -22.676  -0.065
H 12.353 -2.992 -24.254  0.070
H 13.588 -4.061 -24.736  0.069
H 13.866 -2.315 -24.718  0.072
H 13.492 -3.974 -22.155  0.109
H 13.765 -2.233 -22.260  0.112
H 15.589 -4.103 -23.078  0.085

Output
Kohn-Sham gap   10.083 eV
2S+1   1
Net charge   0
Structure (SMILES)   CCO.CCO.CCO.CCO.CCO.CCO.CCO.CCO.CCO.CCO.CCO
HOMO   -9.94 eV

The least stable of them is arrangement P.

Arrangement P

2 unconnected molecules or ions with the total composition H3N6. Source: OMol25; level of theory: wB97M-V/def2-TZVPD.

Last column: Löwdin charge in e.
Cartesian coordinates (Å):
N 1.812 0.554 0.008  0.096
N 0.673 1.079 0.032  0.072
N 0.375 -1.055 0.049  0.142
N 1.634 -0.761 0.016  0.065
N -0.187 0.094 0.076  -0.057
N -2.074 0.325 -0.351  0.325
H 2.389 -1.445 -0.025  0.202
H -2.129 1.343 -0.266  0.078
H -2.492 -0.133 0.461  0.078

Output
Kohn-Sham gap   10.465 eV
2S+1   1
Net charge   +1
HOMO   -17.78 eV

Arrangement Q

2 unconnected molecules or ions with the total composition H3N6. Source: OMol25; level of theory: wB97M-V/def2-TZVPD.

Last column: Löwdin charge in e.
Cartesian coordinates (Å):
N 2.739 0.891 0.406  0.100
N 1.664 0.969 -0.216  0.026
N 2.235 -0.997 -0.468  0.058
N 3.094 -0.401 0.231  0.042
N 1.284 -0.148 -0.765  0.015
N -1.558 0.687 0.160  0.497
H 3.933 -0.743 0.669  0.187
H -1.328 0.356 -0.718  0.025
H -2.439 0.713 0.538  0.051

Output
Kohn-Sham gap (alpha / beta)   9.040 / 4.519 eV
2S+1   1
Net charge   +1
HOMO (alpha / beta)   -17.38 / -15.87 eV

The least stable of them is arrangement Q.